No. 1
# C23H30ClN3O

A single C23H30ClN3O molecule (ωB97M-V/def2-TZVPD, OMol25).

Its SMILES is CCN(CC)CCC[C@H](C)Nc1c2ccc(Cl)cc2nc2ccc(OC)cc12. The calculation puts the electronic energy at -1594.1216 hartree. The value obtained for the HOMO-LUMO gap is 6.97 eV. The energy relative to the best compared isomer or geometry (same formula, charge and spin) comes out at 44.4 kcal/mol. The value obtained for the LUMO energy is -0.19 eV. The HOMO energy is -7.2 eV. The total charge is 0.

Geometry (Å):
C 4.72464 3.96219 -2.91411
H 4.75676 4.64770 -3.75636
H 5.69044 3.99188 -2.41551
H 3.96120 4.29899 -2.21764
C 4.42619 2.53512 -3.36195
N 3.04779 2.37141 -3.78927
C 2.62491 0.98625 -3.91862
H 3.32648 0.34496 -3.37980
C 1.22866 0.79250 -3.31639
C 1.23388 1.12202 -1.82697
H 1.92718 0.44959 -1.31644
C -0.15101 0.99233 -1.17523
N -0.00420 0.81913 0.26025
C -0.59125 -0.14790 1.01862
C -0.71794 -1.48652 0.57581
C -0.03224 -2.02298 -0.53903
C -0.23200 -3.30728 -0.95272
C -1.14690 -4.12531 -0.26369
C -1.77887 -3.68660 0.85868
C -1.55158 -2.37060 1.33693
N -2.12473 -2.02834 2.48276
C -1.85297 -0.82983 2.99580
C -2.38460 -0.52228 4.26961
C -2.16516 0.68318 4.86677
C -1.39948 1.66538 4.20591
C -0.88068 1.40226 2.95938
C -1.08054 0.16449 2.31869
H -0.28767 2.18605 2.51108
O -1.12014 2.90102 4.72056
C -1.61332 3.22861 5.99607
H -1.26837 4.24300 6.19140
H -2.70771 3.20955 6.02412
H -1.21689 2.55946 6.76674
H -2.57629 0.87647 5.84513
H -2.95855 -1.29117 4.76186
H -2.43842 -4.31912 1.42958
Cl -1.41426 -5.73297 -0.84567
H 0.31205 -3.71090 -1.79195
H 0.71561 -1.42773 -1.03595
H 0.10949 1.70243 0.73670
C -1.01547 2.22438 -1.44487
H -0.53654 3.12071 -1.05469
H -1.16498 2.35379 -2.51269
H -1.98939 2.11355 -0.97201
H -0.66746 0.11428 -1.57321
H 1.61007 2.13767 -1.69951
H 0.91432 -0.24188 -3.47212
H 0.52009 1.43962 -3.83381
H 2.61583 0.65183 -4.96583
C 2.64556 3.20037 -4.91086
C 3.47874 3.06037 -6.19155
H 3.54077 2.01999 -6.50381
H 4.48773 3.43725 -6.04514
H 3.01383 3.63058 -6.99163
H 2.66548 4.24321 -4.58424
H 1.60595 2.95054 -5.13563
H 4.57151 1.87203 -2.50429
H 5.15036 2.23519 -4.13884

***

No. 2
# FH2OP

2 unconnected molecules or ions with the total composition FH2OP (ωB97M-V/def2-TZVPD, OMol25).

Its spin multiplicity is 3. The calculation puts the electronic energy at -517.3701 hartree. The value obtained for the HOMO-LUMO gap (spin up / spin down) is 9.00 / 7.06 eV. The energy relative to the best compared isomer or geometry (same formula, charge and spin) comes out at 52.2 kcal/mol. The value obtained for the LUMO energy (spin up / spin down) is 0.92 / -3.00 eV. The HOMO energy (spin up / spin down) is -8.1 / -10.1 eV. The expectation value of S² is 2.007. The total charge is 0.

Geometry (Å):
O 0.37740 -0.71748 -0.96847
F 1.69957 -0.57658 -1.13822
P -0.17769 0.54201 1.04358
H -0.84364 -0.64977 1.00615
H -1.05565 1.40181 0.05696

***

| no. | molecular weight (g/mol) |
| --- | --- |
| 1 | 399.966 |
| 2 | 67.987 |